# 1
C3H8OSi | the ωB97M-V functional and the def2-TZVPD basis

Each line ends with the Mulliken charge.
Geometry (Å):
C 0.50529 -1.98685 0.31401  -0.4459
C 0.58930 -1.55477 -0.94093  -0.7025
C -0.67664 1.68219 1.12016  -1.0061
O 0.14902 1.35861 -1.48177  -0.3481
Si 0.90049 1.51330 -0.03768  0.1088
H 1.26403 -1.92920 0.98735  0.3509
H -0.37424 -2.64207 0.78108  0.1693
H -0.20865 -1.77146 -1.58075  0.2616
H 1.46894 -1.16681 -1.39676  0.3802
H -1.18733 2.68781 0.80008  0.2600
H -1.32193 0.92901 0.97642  0.3416
H -0.44481 1.87482 2.20829  0.3033
H -0.66345 1.00542 -1.74949  0.3270

Force components x, y, z for each atom (eV/Å):
-3.3 -1.9 -0.5
0.0 -1.1 1.4
2.6 4.9 0.7
1.9 0.6 -0.4
-0.7 0.3 1.0
2.3 0.5 1.7
1.6 1.8 -1.5
-1.2 0.0 -1.1
0.6 0.5 0.1
0.8 -1.7 0.3
-2.6 -2.8 -0.3
-0.2 -0.6 -1.0
-1.9 -0.5 -0.2

Values from the calculation:
ΔE to the lowest compared entry with this formula, charge and spin = 2.0248 eV
Maximum force = 5.57 eV Å⁻¹
Total energy = -483.76822 hartree

=====

# 2
C5H10NO2 | the ωB97M-V functional and the def2-TZVPD basis

Each line ends with the Mulliken charge.
Geometry (Å):
O -0.44113 -0.23510 1.91711  -0.5300
C -0.49734 -1.30289 1.35041  0.5982
O -0.67321 -2.48650 1.84118  -0.3742
C -0.31971 -1.41193 -0.14997  -0.5113
C -0.68881 -0.15815 -0.86018  -0.8116
C 0.32896 0.93440 -0.74536  0.6743
C 1.55130 0.93697 -1.33819  -0.7853
N 0.06123 1.94928 0.32390  -0.1588
H -1.07619 -2.72789 2.70029  0.4287
H -0.84764 -2.28756 -0.53817  0.4002
H 0.74038 -1.71062 -0.27818  0.4167
H -1.67829 0.23251 -0.55064  0.4110
H -0.71716 -0.26089 -1.96828  0.4059
H 2.26189 1.76611 -1.26228  0.3031
H 1.95427 0.21534 -2.05883  0.3302
H -0.45040 2.71965 -0.13329  0.4079
H 0.98190 2.27546 0.64352  0.4067
H -0.49004 1.55181 1.10697  0.3884

Force components x, y, z for each atom (eV/Å):
0.0 0.3 -0.1
-0.4 -0.1 0.9
-0.2 -0.9 -0.4
1.2 -1.9 -0.7
-0.4 2.7 -1.1
-1.6 -1.7 2.6
1.9 0.7 -1.4
0.5 0.2 -1.6
0.4 1.0 0.1
-0.2 0.3 0.0
-0.2 0.2 0.0
0.4 -0.3 -0.1
-0.2 -0.8 0.3
-0.3 0.0 0.4
-0.8 -0.3 0.3
0.0 0.3 0.4
-0.4 0.4 0.4
0.2 -0.3 0.0

Values from the calculation:
ΔE to the lowest compared entry with this formula, charge and spin = 1.2684 eV
Multiplicity = 2
Maximum force = 3.48 eV Å⁻¹
Total energy = -400.96587 hartree
Net charge = +2

=====

# 3
C23H28N4O2W | the ωB97M-V functional and the def2-TZVPD basis

Each line ends with the Mulliken charge.
Geometry (Å):
N 2.17142 -1.09541 1.91102  -0.1815
C 2.65546 -1.11163 2.97061  0.2534
C 3.44564 -1.64052 4.04161  -0.9009
H 4.40826 -1.91900 3.56292  0.2952
H 2.90147 -2.56173 4.37300  0.3135
H 3.58381 -0.89166 4.84843  0.3519
N -3.05575 -0.55657 0.48117  -0.4466
C -4.14132 -0.19995 0.67983  0.3616
C -5.58624 -0.07710 0.91332  -1.0127
H -6.00078 -0.85729 1.56906  0.3361
H -6.18137 -0.08867 -0.00996  0.3405
H -5.79378 0.87937 1.40066  0.3397
N 1.29813 0.05080 -2.56256  -0.1650
C 1.41308 0.39551 -3.65767  0.2362
C 1.78544 0.39279 -5.06610  -0.9233
H 1.36060 1.28336 -5.55847  0.3536
H 1.34713 -0.55180 -5.47490  0.3013
H 2.89425 0.38877 -5.11301  0.3082
W -0.70265 -0.85050 -0.11106  1.9079
C -0.93120 0.94198 -1.06235  0.1617
O -1.15325 2.07794 -1.41602  -0.3559
C -0.15170 0.24317 1.49521  0.2351
O -0.02930 0.95828 2.43482  -0.5044
C -0.17894 -3.03179 0.84911  -0.3558
C 0.88777 -2.86943 -0.05311  -0.3633
C 0.66178 -2.51655 -1.39721  -0.3445
C -0.65000 -2.38218 -1.90132  -0.3874
C -1.74107 -2.53108 -1.00045  -0.3668
C -1.49987 -2.82829 0.38170  -0.4005
H -0.03287 -3.37011 1.89036  0.4977
H 1.91864 -3.00784 0.31794  0.5739
H 1.52405 -2.32784 -2.07080  0.5515
H -0.86101 -2.17422 -2.96645  0.4981
H -2.77677 -2.53997 -1.36636  0.5413
H -2.35350 -3.06574 1.03623  0.5362
C 2.89533 3.87963 2.50989  -0.8788
N 1.53083 3.49047 2.08493  0.0685
C 0.56300 4.55244 2.49072  -0.8237
C 1.47687 3.25185 0.59182  -0.8369
C 2.61781 2.42220 0.08839  -0.0538
C 3.96653 2.86539 -0.23653  -0.3710
C 4.95614 1.87193 -0.59534  -0.5387
C 4.62470 0.51051 -0.65781  -0.9669
C 3.25791 0.16660 -0.41401  -0.1705
C 2.28029 1.06232 -0.06817  0.9097
H 3.15923 4.74975 1.90592  0.4260
H 3.60088 3.06791 2.32764  0.3714
H 2.88465 4.15414 3.56721  0.3793
H 1.25604 2.58362 2.51963  0.3457
H 0.77118 5.43591 1.87301  0.4033
H -0.46166 4.20399 2.33181  0.3150
H 0.72171 4.78978 3.54776  0.3788
H 0.57231 2.65147 0.41506  0.1873
H 1.40232 4.23445 0.11377  0.6228
H 4.28610 3.95628 -0.25455  0.4845
H 6.00383 2.19060 -0.80092  0.4655
H 5.38547 -0.24084 -0.96633  0.5070
H 3.06428 -0.90583 -0.49700  0.1898

Force components x, y, z for each atom (eV/Å):
-0.1 0.9 1.5
-0.5 -1.1 -2.6
0.3 0.0 1.0
-0.4 0.1 0.6
0.7 0.8 0.1
0.0 -0.8 -0.3
1.2 1.3 -0.2
-0.2 -1.6 -0.2
-0.3 0.7 0.2
0.6 0.0 -0.1
0.5 0.0 -0.1
0.1 0.0 0.0
-0.8 0.6 0.0
0.7 -1.2 0.1
-0.4 0.3 -0.2
0.3 -0.5 -0.1
0.5 0.9 0.0
-0.7 0.0 -0.2
0.7 2.2 0.9
-1.8 8.2 -2.6
1.5 -7.7 2.1
0.4 3.8 5.0
-0.5 -3.4 -4.2
-0.8 -0.2 0.4
0.6 0.2 0.4
0.5 0.3 -0.6
-1.2 -0.2 -0.4
-0.6 -2.3 -1.0
-0.6 -2.5 -0.1
0.1 0.4 -0.7
-0.7 0.2 -0.3
-0.8 -0.2 0.6
0.3 -0.1 0.7
0.5 0.3 0.1
0.5 0.4 -0.3
0.5 0.2 0.3
-0.1 -0.8 0.0
-0.4 0.3 0.1
-0.3 0.5 0.0
-0.7 -0.2 0.2
0.1 -1.5 -0.5
-0.7 0.9 0.4
-0.8 1.4 -0.3
-0.1 -2.4 0.1
4.9 1.4 -1.0
0.2 0.0 0.2
-0.2 0.2 0.1
0.0 -0.1 -0.2
0.3 0.9 0.0
-0.1 -0.2 0.3
0.2 0.1 0.0
-0.1 -0.1 -0.3
0.1 0.8 0.0
0.0 -0.2 0.0
-0.9 -1.4 0.2
-0.9 -0.2 0.2
-0.9 0.4 0.4
0.0 0.4 0.1

Values from the calculation:
ΔE to the lowest compared entry with this formula, charge and spin = 1.0234 eV
Multiplicity = 3
Maximum force = 8.82 eV Å⁻¹
Total energy = -1328.03801 hartree
Net charge = +4